A 2-piece molecular cluster, C4H10FNO overall at a distorted geometry, computed with ωB97M-V/def2-TZVPD.

XYZ file:
```
17
Properties=species:S:1:pos:R:3:forces:R:3:nbo_charge:R:1
C -1.636156 0.370010 1.011638 0.754 -0.046 0.369 -0.574
C -0.144958 1.176279 -0.851502 0.245 -0.380 0.378 -0.629
C -0.512458 -1.298773 -0.502129 0.383 0.221 0.270 -0.630
C -0.316865 0.058825 0.207634 -1.912 0.137 -1.964 0.203
N 3.015405 -0.661048 -0.079731 -0.657 -0.880 -0.522 -0.053
O 0.658790 0.041218 1.088958 1.227 -0.097 1.303 -0.317
F 3.544470 0.566670 -0.038545 0.343 0.528 0.367 -0.215
H -2.475564 0.362467 0.327673 -0.048 -0.002 -0.170 0.219
H -1.764362 -0.389818 1.776096 -0.125 -0.063 0.083 0.216
H -1.533494 1.341241 1.486703 -0.115 0.094 0.031 0.217
H 0.060688 2.122396 -0.364293 -0.007 0.185 0.096 0.216
H -1.035222 1.264345 -1.463558 -0.123 0.016 -0.152 0.205
H 0.706012 0.918439 -1.477399 0.060 0.054 -0.150 0.218
H 0.410536 -1.530177 -1.032547 -0.030 -0.080 -0.120 0.223
H -0.694446 -2.083209 0.226077 -0.073 -0.110 0.105 0.212
H -1.339685 -1.250525 -1.203584 -0.075 -0.015 -0.106 0.207
H 3.057306 -1.008339 0.888506 0.153 0.438 0.181 0.282
```
Positions in Å, forces in eV/Å.

Computed properties:
2S+1: 1
Energy above the lowest of the compared OMol25 structures with the same formula, charge and spin, kJ/mol: 533.1
Kohn-Sham gap (spin up / spin down), eV: 10.0 / 8.4



A 2-piece molecular cluster, C4H10FOP overall at a distorted geometry, computed with ωB97M-V/def2-TZVPD.

XYZ file:
```
17
Properties=species:S:1:pos:R:3:forces:R:3:nbo_charge:R:1
C -1.566907 -0.835145 1.792289 1.736 0.686 -0.867 -0.709
C 0.347175 0.035741 -1.993634 -1.632 -3.275 1.395 -1.006
C 1.809294 1.165299 0.175857 -2.784 0.885 -3.238 -0.953
C -0.249742 -0.645073 1.015168 -1.830 0.656 -0.693 0.110
O -1.043628 1.571112 -0.226402 -1.004 0.902 -0.236 -1.089
F 0.778346 -1.350417 1.464344 0.617 -0.469 0.139 -0.333
P 0.039441 0.595578 -0.303174 3.233 -0.371 2.280 1.844
H -1.286925 -0.933362 2.834883 -0.059 -0.144 0.303 0.224
H -2.177265 0.085430 1.688308 0.059 -0.926 -0.274 0.261
H -1.976393 -1.782773 1.433804 -0.633 0.320 0.220 0.229
H -0.578115 -0.729359 -1.980741 2.049 0.850 -0.690 0.206
H -0.014090 0.789931 -2.615849 -0.165 1.492 -1.144 0.259
H 1.327384 -0.411228 -2.284020 -0.985 0.282 0.395 0.257
H 2.489462 0.419597 0.377502 1.237 -1.983 0.603 0.232
H 2.024024 1.499290 -0.870714 0.522 0.397 0.971 0.216
H 1.887821 1.960882 0.866590 -0.211 0.831 0.698 0.241
H -1.809882 -1.435504 -1.374211 -0.150 -0.133 0.137 0.012
```
Positions in Å, forces in eV/Å.

Computed properties:
2S+1: 1
Energy above the lowest of the compared OMol25 structures with the same formula, charge and spin, kJ/mol: 582.3
Kohn-Sham gap (spin up / spin down), eV: 6.9 / 10.1



C4H10GaNOP as an isolated structure at a distorted geometry, computed with ωB97M-V/def2-TZVPD.

XYZ file:
```
18
Properties=species:S:1:pos:R:3:forces:R:3:nbo_charge:R:1
C 1.894517 0.891775 0.476056 1.432 -0.742 -0.224 -0.622
C 1.920190 -0.378877 -0.481391 -1.335 1.064 0.435 -0.661
P 0.141508 -0.947238 -0.911438 0.433 -1.136 -0.607 0.127
C -0.339289 -2.065238 0.521900 0.151 -0.424 0.391 -0.918
Ga -1.112753 1.036281 -0.967753 1.374 0.960 0.701 0.849
O -3.010912 0.750340 -1.186655 -1.239 0.156 2.402 -0.804
C -3.523386 0.820399 0.025886 1.527 -0.410 -3.124 0.563
N -3.863947 0.847490 1.124821 -0.795 0.062 0.902 -0.550
H 1.609904 1.822936 -0.068543 -0.072 -0.848 0.456 0.219
H 2.965373 1.033690 0.809838 -0.998 0.111 0.006 0.178
H 1.242538 0.727409 1.371322 0.527 0.239 -0.879 0.216
H 2.446594 -1.236373 0.004293 -0.251 0.666 -0.553 0.206
H 2.364630 -0.097109 -1.471099 -0.072 -0.410 0.970 0.215
H -1.435862 -2.277764 0.476265 0.804 0.343 0.078 0.232
H -0.076549 -1.680924 1.539841 -0.332 -0.194 -0.722 0.203
H 0.170976 -3.062095 0.388553 -0.384 0.963 0.126 0.204
H -0.486488 2.008379 -2.091120 -0.317 -0.334 -0.199 -0.325
H -0.907045 1.806917 0.439223 -0.452 -0.067 -0.159 -0.333
```
Positions in Å, forces in eV/Å.

Computed properties:
Charge: -1
2S+1: 1
Kohn-Sham gap, eV: 7.4



A single C4H10INO4S molecule at a distorted geometry, computed with ωB97M-V/def2-TZVPD.

XYZ file:
```
21
Properties=species:S:1:pos:R:3:forces:R:3:nbo_charge:R:1
O -2.085050 -1.067485 0.900523 0.209 1.952 -1.784 -0.946
O -2.289459 -1.748962 -1.409954 1.026 1.907 0.040 -0.922
I -4.522676 1.252266 -0.714842 1.303 -0.362 -0.102 0.158
O 1.885343 -2.019063 0.391362 0.071 -0.178 0.194 -0.752
O 0.907026 2.285962 -0.457206 -0.363 -0.507 0.044 -0.741
N -0.121442 -0.531582 -0.642418 -1.208 0.139 -0.202 -0.867
C 1.286175 -1.074368 1.300701 0.569 -0.147 0.126 -0.072
C 1.566134 1.088219 -0.007781 0.095 0.580 -0.022 -0.063
C 0.576797 0.052085 0.513202 0.080 0.098 0.116 -0.108
C -2.372263 0.907030 -1.019822 -0.428 0.499 1.507 -0.790
S -1.804390 -0.705911 -0.508095 -0.299 -3.916 1.903 2.228
H 2.228769 -2.793090 0.886161 -0.462 0.842 -0.388 0.489
H 1.507969 2.873438 -0.937793 -0.034 -0.500 0.229 0.481
H 0.298027 -1.446473 -0.810100 -0.358 -0.091 -0.402 0.433
H 2.097928 -0.644702 1.911571 -0.444 0.011 0.022 0.173
H 0.570426 -1.605172 1.932863 -0.077 0.245 -0.006 0.197
H 2.275741 1.380469 0.765602 0.101 -0.233 0.199 0.166
H 2.087944 0.591087 -0.814202 0.390 0.078 -0.362 0.179
H -0.141832 0.522473 1.195596 0.121 -0.075 -0.106 0.234
H -1.797195 1.636659 -0.423990 -0.411 -0.222 -0.229 0.266
H -2.153971 1.047120 -2.051379 0.117 -0.121 -0.777 0.258
```
Positions in Å, forces in eV/Å.

Computed properties:
2S+1: 1
SMILES string: O=S(=O)(CI)NC(CO)CO
Energy above the lowest of the compared OMol25 structures with the same formula, charge and spin, kJ/mol: 0.0
Kohn-Sham gap, eV: 9.8



A single C4H10IP molecule at a distorted geometry, computed with ωB97M-V/def2-TZVPD.

XYZ file:
```
16
Properties=species:S:1:pos:R:3:forces:R:3:nbo_charge:R:1
C -1.268172 0.482435 -0.774106 2.016 -3.276 0.038 -0.614
C -0.272650 -0.849193 1.213301 3.064 0.855 0.660 -0.611
C 1.204708 -0.152292 -0.725627 0.346 1.795 -1.085 -0.664
C 0.050993 0.282511 0.172357 -2.513 -2.775 -1.431 -0.220
P 2.836283 -0.239774 0.348001 -1.306 -1.796 -1.164 0.377
I 4.430413 -0.276214 -1.515754 -0.015 0.340 0.216 -0.124
H -1.245647 -0.593177 -1.201375 -0.503 1.558 0.235 0.193
H -2.237239 0.557765 -0.335105 -0.412 0.274 1.008 0.215
H -1.269926 1.116464 -1.643696 0.714 0.638 -0.079 0.215
H -0.557634 -1.788398 0.819738 -0.187 -0.934 -1.002 0.207
H -1.023440 -0.600598 1.905326 -1.075 0.733 0.862 0.212
H 0.677451 -1.064066 1.861564 -1.556 0.391 -1.120 0.205
H 0.879264 -1.050944 -1.296807 0.910 0.227 0.574 0.231
H 1.318374 0.698775 -1.519437 0.130 -1.553 1.283 0.227
H 0.403525 1.085286 0.701417 0.213 2.518 1.297 0.192
H 2.772365 1.065510 0.791731 0.176 1.004 -0.294 -0.042
```
Positions in Å, forces in eV/Å.

Computed properties:
2S+1: 1
SMILES string: CC(C)CPI
Energy above the lowest of the compared OMol25 structures with the same formula, charge and spin, kJ/mol: 112.4
Kohn-Sham gap, eV: 9.0



A single C4H10N molecule, computed with ωB97M-V/def2-TZVPD.

XYZ file:
```
15
Properties=species:S:1:pos:R:3:forces:R:3:mulliken_spin:R:1
C 1.875480 -0.183704 -0.417577 -0.178 0.144 -0.337 0.116
C 0.802989 0.192156 0.603138 0.138 -0.039 0.429 -0.089
C -0.573713 -0.147932 0.162584 -0.111 -0.157 -0.382 0.829
C -1.237552 -1.319198 0.317280 -0.175 0.095 0.048 0.031
N -1.379779 0.996776 -0.314815 0.182 0.167 -0.152 0.908
H 2.865403 -0.234530 0.031692 0.055 -0.092 0.013 -0.021
H 1.615680 -1.119604 -0.910210 0.205 -0.160 0.184 0.018
H 1.899215 0.570121 -1.205963 0.088 0.032 -0.056 -0.060
H 1.005475 -0.286949 1.568449 0.006 -0.243 -0.039 0.048
H 0.901603 1.260954 0.794573 -0.176 0.197 0.112 -0.055
H -0.869480 -2.156739 0.896557 0.296 0.155 -0.025 -0.013
H -2.147059 -1.495015 -0.232150 -0.219 -0.040 0.082 -0.043
H -1.092302 1.895018 0.170729 -0.255 -0.059 0.079 -0.168
H -2.416194 0.827036 -0.166894 0.123 0.055 0.211 -0.226
H -1.249761 1.201617 -1.297398 0.021 -0.056 -0.169 -0.275
```
Positions in Å, forces in eV/Å.

Computed properties:
2S+1: 2
Energy above the lowest of the compared OMol25 structures with the same formula, charge and spin, kJ/mol: 163.2
Kohn-Sham gap (spin up / spin down), eV: 4.9 / 9.9



A 2-piece molecular cluster, C4H10N overall at a distorted geometry, computed with ωB97M-V/def2-TZVPD.

XYZ file:
```
15
Properties=species:S:1:pos:R:3:forces:R:3:nbo_charge:R:1
C -0.591831 -2.494826 0.463174 0.306 2.349 -1.029 -0.428
C -1.870562 -2.229629 0.842615 -1.082 -0.335 -0.822 -0.352
H 0.303781 -2.812771 1.034246 -1.314 -1.442 -0.492 0.228
H -0.295228 -2.016965 -0.532358 0.053 0.374 1.598 0.150
H -2.579305 -3.022664 1.166004 1.011 0.746 1.506 0.224
H -2.468514 -1.288752 0.570280 1.057 -1.652 -0.795 0.190
C -0.045445 2.301847 -0.372796 0.517 -1.882 0.381 -0.421
C 1.704202 0.466767 -0.636846 0.499 3.942 1.485 0.139
N 1.250097 1.591321 -0.049447 0.538 -2.281 -0.253 -0.414
H 0.045796 2.501034 -1.413822 -0.253 0.602 -0.721 0.241
H -0.871413 1.614196 -0.207457 -0.120 0.054 0.086 0.245
H -0.136728 3.177323 0.245094 0.092 0.243 0.085 0.250
H 1.002454 -0.129497 -1.199020 -0.015 0.105 -0.445 0.234
H 2.835705 0.308372 -0.681712 -1.817 -0.319 0.828 0.260
H 1.716992 2.034245 0.772045 0.527 -0.504 -1.412 0.455
```
Positions in Å, forces in eV/Å.

Computed properties:
Charge: +1
2S+1: 1
Energy above the lowest of the compared OMol25 structures with the same formula, charge and spin, kJ/mol: 429.1
Kohn-Sham gap, eV: 6.0



A 2-piece molecular cluster, C4H10N2 overall at a distorted geometry, computed with ωB97M-V/def2-TZVPD.

XYZ file:
```
16
Properties=species:S:1:pos:R:3:forces:R:3:mulliken_spin:R:1
C 0.532609 -2.218193 1.804393 0.285 -0.301 0.266 0.319
C 1.545882 -1.113210 1.858407 -0.592 0.483 0.385 0.184
C 1.234261 0.135929 1.530332 -0.123 0.442 0.220 0.478
H 1.006028 -3.172537 1.552659 0.010 0.058 -0.168 -0.040
H -0.224604 -1.997102 1.060197 -0.149 0.021 -0.029 0.023
H 0.063149 -2.385575 2.772225 -0.178 0.049 0.152 -0.103
H 2.496526 -1.332459 2.323827 0.433 -0.180 -0.566 -0.097
H 1.932338 0.957014 1.428074 0.341 -0.117 0.413 -0.405
H 0.206957 0.474418 1.422234 0.007 -0.441 -0.660 -0.104
N -0.906114 1.569168 -3.270554 -0.841 0.259 -0.867 0.322
C -1.190337 1.194357 -2.002242 0.258 0.176 1.517 1.447
N -2.367400 1.222675 -1.483702 -0.414 1.274 -1.027 -0.296
H -1.644680 2.197176 -3.582265 0.064 -0.288 -0.241 0.071
H 0.007973 1.991359 -3.479144 0.256 -0.533 0.432 -0.606
H -0.327335 0.881566 -1.406773 0.301 0.409 -0.142 -0.154
H -2.365251 1.595415 -0.527671 0.344 -1.312 0.315 -0.040
```
Positions in Å, forces in eV/Å.

Computed properties:
Charge: -1
2S+1: 2
Energy above the lowest of the compared OMol25 structures with the same formula, charge and spin, kJ/mol: 114.8
Kohn-Sham gap (spin up / spin down), eV: 2.6 / 8.4



A 2-piece molecular cluster, C4H10N2 overall at a distorted geometry, computed with ωB97M-V/def2-TZVPD.

XYZ file:
```
16
Properties=species:S:1:pos:R:3:forces:R:3:nbo_charge:R:1
C -1.111915 -0.538793 -0.708662 1.735 -0.168 0.070 0.061
C 1.582600 0.306152 1.294829 -0.220 -0.620 -0.171 -0.638
N -0.932966 0.827727 -0.306040 -0.325 1.112 0.531 -0.617
N -2.280478 -1.163143 -0.280745 0.103 0.017 0.097 -0.818
C 0.345899 1.242656 -0.736289 0.078 -1.829 -0.280 -0.101
C 1.351567 0.423309 -0.202790 0.410 2.294 0.176 -0.259
H -1.037724 0.909191 0.699411 -0.002 -0.080 -0.063 0.349
H -2.539057 -1.999588 -0.778130 0.050 0.043 0.075 0.384
H -2.401931 -1.240214 0.719395 0.041 -0.083 -0.123 0.371
H -0.958887 -0.643152 -1.783185 -0.047 -0.019 -0.044 0.186
H 0.358162 -0.806022 -0.395747 -1.790 -0.644 -0.142 0.070
H 0.372385 1.418260 -1.808551 0.082 0.131 -0.012 0.173
H 2.295308 0.436134 -0.747711 -0.010 -0.121 -0.082 0.206
H 2.199363 -0.567616 1.513782 -0.082 0.006 0.067 0.214
H 2.111828 1.184050 1.673865 -0.060 -0.016 -0.155 0.223
H 0.645847 0.211048 1.846568 0.037 -0.023 0.056 0.195
```
Positions in Å, forces in eV/Å.

Computed properties:
2S+1: 1
Energy above the lowest of the compared OMol25 structures with the same formula, charge and spin, kJ/mol: 385.3
Kohn-Sham gap, eV: 8.4



A single C4H10N2 molecule at a distorted geometry, computed with ωB97M-V/def2-TZVPD.

XYZ file:
```
16
Properties=species:S:1:pos:R:3:forces:R:3:nbo_charge:R:1
C -1.112440 0.934556 -0.449865 0.048 1.443 -3.023 -0.283
C -0.086586 0.069661 0.188623 0.041 2.127 -1.477 -0.090
C 0.293569 -2.361561 -0.221795 0.361 0.083 1.754 -0.612
C 0.818699 -0.935427 -0.533924 -0.270 -0.009 0.930 -0.413
N 0.157023 1.605383 -0.053810 -0.435 -1.853 -0.062 -0.273
N -0.057114 2.384298 1.119088 0.278 2.103 1.678 -0.720
H -1.274778 1.087282 -1.581114 0.698 -1.055 1.505 0.196
H -2.067672 1.278112 -0.051900 0.465 -0.406 1.024 0.210
H -0.387671 -0.139793 1.186885 0.240 -0.285 0.883 0.209
H -0.796787 -2.331645 0.132567 1.667 -0.332 -0.471 0.212
H 1.005520 -2.819589 0.546084 -1.455 0.517 -0.535 0.208
H 0.420043 -3.010245 -1.061885 -0.329 -0.361 -0.691 0.212
H 0.828923 -0.806587 -1.620690 0.064 0.460 0.301 0.215
H 1.853936 -0.843033 -0.114052 -0.807 0.100 -0.621 0.211
H -0.451366 3.360214 0.840322 1.250 -2.322 0.452 0.357
H 0.856701 2.528373 1.675466 -1.816 -0.210 -1.647 0.359
```
Positions in Å, forces in eV/Å.

Computed properties:
2S+1: 1
SMILES string: CC[C@@H]1CN1N
Energy above the lowest of the compared OMol25 structures with the same formula, charge and spin, kJ/mol: 306.0
Kohn-Sham gap, eV: 9.4



Number 1: electronic energy -10559.855 eV. Number 2: electronic energy -18359.451 eV. Number 3: electronic energy -69513.306 eV. Number 4: electronic energy -32924.660 eV. Number 5: electronic energy -21698.850 eV. Number 6: electronic energy -5796.381 eV. Number 7: electronic energy -5789.410 eV. Number 8: electronic energy -7287.271 eV. Number 9: electronic energy -7286.626 eV. Number 10: electronic energy -7287.448 eV.